Formula: C44H117N5O24
Source: OMol25
Level of theory: ωB97M-V/def2-TZVPD

```
190
Properties=species:S:1:pos:R:3:forces:R:3:lowdin_charge:R:1
C 16.916 13.747 15.133 -1.15 -1.18 -0.57 -0.105
O 16.904 13.550 16.497 0.70 -0.40 1.48 -0.183
C 17.064 12.182 16.819 -0.38 0.29 1.75 -0.174
C 17.332 12.022 18.343 0.21 1.38 -1.34 -0.201
N 16.199 12.395 19.157 -1.28 -1.42 -0.63 -0.053
C 16.507 12.043 20.533 -0.10 0.51 0.92 -0.195
C 16.816 10.593 20.943 -1.17 -0.45 -1.10 -0.210
O 15.697 9.778 20.569 -0.01 0.78 -0.11 -0.194
C 15.952 8.408 20.723 -0.29 0.29 -1.31 -0.114
H 16.539 12.849 14.614 -0.14 0.29 -0.05 0.103
H 17.848 13.979 14.704 1.59 0.26 -0.23 0.051
H 16.253 14.547 14.986 -0.96 1.19 -0.75 0.067
H 17.875 11.754 16.254 0.36 -0.27 -0.27 0.087
H 16.117 11.690 16.575 0.06 -0.39 -0.14 0.121
H 18.139 12.711 18.623 0.21 -0.04 -0.21 0.118
H 17.683 11.039 18.583 0.26 -0.94 -0.26 0.098
H 15.378 11.847 18.788 0.72 0.77 0.81 0.130
H 15.693 12.424 21.198 0.62 -0.26 -0.45 0.134
H 17.426 12.613 20.730 -0.24 0.05 0.47 0.094
H 16.983 10.541 22.009 0.02 0.12 0.59 0.118
H 17.676 10.127 20.474 0.57 0.34 -0.25 0.092
H 16.674 8.021 19.989 -0.01 0.20 -0.11 0.090
H 15.004 7.895 20.554 0.15 -0.11 0.36 0.095
H 16.381 8.264 21.675 0.23 -0.72 1.46 0.068
C 20.534 8.117 15.983 0.82 -2.46 -2.18 -0.120
O 20.325 8.857 14.839 0.29 0.87 -0.97 -0.172
C 19.494 9.979 14.968 0.30 0.39 -0.99 -0.234
C 20.203 11.262 14.544 0.85 -0.60 2.85 -0.155
N 21.016 11.617 15.768 0.11 0.85 -0.96 -0.028
C 22.009 12.697 15.674 0.90 -0.14 -0.33 -0.204
C 21.548 14.133 15.906 -0.51 0.24 -3.66 -0.170
O 20.558 14.376 14.822 -0.08 1.51 1.07 -0.248
C 19.951 15.742 14.880 2.12 -1.58 -1.63 -0.059
H 20.682 8.684 16.835 0.62 1.21 1.77 0.045
H 21.395 7.470 15.686 -0.28 0.52 0.90 0.110
H 19.728 7.421 16.122 -0.80 -0.40 0.44 0.079
H 19.192 10.070 15.998 -0.62 0.06 0.39 0.094
H 18.683 9.841 14.275 -0.96 -0.18 0.02 0.118
H 19.540 12.015 14.181 -0.63 0.72 -0.03 0.088
H 20.872 11.003 13.770 0.90 -0.20 -0.94 0.106
H 20.405 11.857 16.535 -0.37 -0.14 0.14 0.089
H 22.510 12.630 14.677 -0.35 0.07 0.75 0.133
H 22.780 12.516 16.446 -0.12 -0.11 -0.29 0.095
H 22.367 14.897 15.770 -0.59 -0.83 0.51 0.134
H 21.027 14.224 16.811 -0.51 0.34 1.67 0.088
H 20.751 16.477 14.621 -0.48 -0.33 0.50 0.088
H 19.560 15.929 15.869 -0.52 0.18 0.05 0.057
H 19.268 15.758 14.005 -0.07 0.05 1.04 0.089
C 23.560 10.653 18.708 0.88 0.86 1.34 -0.107
O 22.389 11.158 19.321 0.47 0.02 -0.92 -0.186
C 21.782 10.147 20.050 -0.80 -0.20 1.52 -0.243
C 20.730 10.770 20.983 -0.47 2.18 -1.27 -0.179
N 21.128 11.759 22.005 2.34 -2.14 -0.17 -0.070
C 20.183 12.781 22.358 -1.44 -0.84 0.43 -0.186
C 19.952 12.650 23.844 0.23 -0.32 1.17 -0.194
O 19.631 11.272 24.096 0.59 0.57 -1.57 -0.210
C 19.121 10.940 25.344 1.02 2.17 -0.43 -0.095
H 24.084 11.419 18.169 -0.34 0.49 -0.71 0.076
H 23.423 9.768 18.147 -0.57 -0.83 -1.02 0.076
H 24.299 10.394 19.466 0.00 -0.23 0.52 0.087
H 22.557 9.668 20.702 -0.52 -0.23 -0.63 0.133
H 21.207 9.400 19.394 1.03 0.69 0.75 0.140
H 20.180 9.993 21.446 -0.83 -1.03 0.37 0.098
H 20.055 11.367 20.318 0.18 -0.75 0.25 0.117
H 21.348 11.195 22.849 -0.16 0.78 -0.80 0.125
H 19.172 12.482 21.948 0.93 0.96 -0.18 0.118
H 20.579 13.770 22.093 -0.77 -0.11 -0.02 0.097
H 19.186 13.280 24.256 -0.67 0.48 -0.26 0.100
H 20.845 12.934 24.415 0.31 -0.20 -0.04 0.131
H 19.799 11.243 26.114 0.52 0.18 0.83 0.088
H 19.066 9.921 25.305 -0.57 -2.76 0.37 0.064
H 18.196 11.428 25.492 -1.38 0.35 0.40 0.082
C 11.372 12.202 10.717 -1.24 -0.76 -1.79 -0.169
O 12.554 12.684 11.229 0.85 0.78 0.81 -0.199
C 12.463 13.405 12.480 0.04 -2.07 -1.73 -0.179
C 12.604 12.413 13.581 0.30 -0.91 0.52 -0.255
N 12.495 13.094 14.812 0.35 0.16 1.03 -0.076
C 12.640 12.244 15.983 -0.18 0.41 -0.02 -0.183
C 12.239 12.958 17.259 -2.63 0.38 0.65 -0.240
O 12.676 12.232 18.361 1.14 0.06 1.40 -0.210
C 11.995 12.505 19.614 0.10 -0.72 -0.96 -0.063
H 10.771 13.002 10.184 0.37 -0.59 0.81 0.096
H 10.707 11.624 11.421 0.69 0.65 -0.38 0.095
H 11.684 11.503 9.892 -0.45 0.44 0.80 0.098
H 11.522 13.921 12.492 -0.52 0.58 0.28 0.119
H 13.306 14.053 12.504 0.48 0.88 -0.02 0.117
H 13.590 11.946 13.588 0.36 0.08 -0.51 0.124
H 11.939 11.538 13.512 -0.46 0.24 -0.31 0.122
H 11.793 13.800 14.780 -0.75 0.08 0.64 0.110
H 13.687 11.924 15.967 0.06 0.05 0.47 0.110
H 12.044 11.312 15.972 0.01 0.18 -0.39 0.126
H 11.105 12.902 17.399 0.88 0.39 -1.00 0.133
H 12.460 14.045 17.316 0.45 -0.55 -0.18 0.111
H 11.029 11.950 19.572 0.28 0.59 0.18 0.102
H 11.894 13.568 19.900 0.03 -0.48 -0.61 0.065
H 12.614 12.026 20.358 0.10 -0.19 0.29 0.079
C 13.798 16.539 16.273 -1.08 1.27 -1.04 -0.108
O 13.563 16.107 17.578 0.76 -0.73 0.90 -0.264
C 14.710 15.494 18.257 -0.52 -1.35 -0.28 -0.135
C 16.000 16.330 18.275 -1.50 1.84 -0.59 -0.197
N 16.969 15.804 19.187 0.26 -1.49 0.44 -0.050
C 18.371 16.141 18.905 -1.14 -0.01 0.99 -0.170
C 18.615 17.600 19.153 1.37 -0.70 -0.28 -0.199
O 18.114 18.281 18.011 0.07 -1.36 0.54 -0.166
C 18.108 19.606 18.243 0.09 3.82 -1.27 -0.172
H 12.814 16.961 15.883 1.15 -0.57 0.47 0.114
H 14.126 15.788 15.546 0.03 -0.30 0.42 0.084
H 14.506 17.369 16.295 0.15 0.02 -0.33 0.080
H 14.885 14.472 17.774 0.06 1.38 0.45 0.130
H 14.342 15.255 19.270 0.10 0.34 -0.34 0.112
H 15.818 17.436 18.512 -0.13 -1.55 -0.08 0.132
H 16.324 16.364 17.242 0.67 -0.17 -0.38 0.107
H 16.823 14.785 19.274 0.28 0.41 -0.35 0.108
H 18.678 15.937 17.893 0.03 -0.33 -0.57 0.100
H 18.987 15.580 19.597 0.17 -0.28 0.14 0.121
H 19.743 17.642 19.114 -0.88 0.77 0.60 0.133
H 18.159 17.950 20.134 0.59 -0.20 -1.14 0.147
H 19.074 20.142 18.268 0.42 -0.74 -0.44 0.074
H 17.745 19.900 19.200 -1.06 -0.09 1.06 0.072
H 17.526 20.159 17.460 0.24 -0.69 0.58 0.110
O 21.869 19.708 22.100 0.08 -0.68 0.64 -0.063
C 20.776 20.393 21.530 -0.19 0.20 0.24 -0.257
C 21.193 20.898 20.190 -1.52 1.08 -1.85 -0.264
O 21.596 19.848 19.342 0.80 -0.48 0.02 -0.105
H 21.608 19.146 22.871 -0.08 0.94 -0.71 0.068
H 19.890 19.735 21.405 0.33 0.34 0.23 0.120
H 20.540 21.316 22.075 -0.36 -0.33 0.47 0.121
H 21.947 21.696 20.219 0.15 -0.28 0.35 0.123
H 20.288 21.405 19.668 1.26 -0.86 0.95 0.137
H 22.380 19.448 19.776 -0.36 0.19 -0.27 0.068
O 13.211 17.609 22.129 -1.06 0.24 -0.12 -0.071
C 14.606 17.693 21.998 0.42 -1.14 1.56 -0.243
C 15.123 16.255 22.082 -0.30 0.00 0.09 -0.231
O 16.501 16.163 21.861 0.73 -0.08 0.14 -0.117
H 12.825 17.852 21.279 0.24 0.29 -0.14 0.050
H 14.920 18.078 21.069 0.23 0.69 -1.09 0.083
H 14.995 18.319 22.813 0.06 -0.18 -0.13 0.126
H 14.563 15.682 21.322 0.07 0.02 0.27 0.106
H 14.899 15.823 23.076 0.02 0.17 -0.45 0.133
H 16.722 16.071 20.892 -0.43 0.14 0.19 0.051
O 24.589 19.247 19.423 -0.80 0.24 0.33 -0.087
C 24.707 19.076 18.010 1.35 0.56 0.46 -0.238
C 24.083 17.827 17.423 0.85 -0.71 0.54 -0.265
O 22.694 17.732 17.657 0.31 -0.56 0.02 -0.075
H 24.887 18.528 19.996 0.14 -0.15 -0.70 0.092
H 24.127 19.940 17.600 0.79 -0.39 0.19 0.132
H 25.843 19.160 17.788 -1.91 -0.17 -0.30 0.146
H 24.580 16.908 17.869 -0.58 0.87 -0.62 0.133
H 24.291 17.878 16.346 0.05 -0.29 0.03 0.114
H 22.351 18.614 17.786 -0.44 0.53 0.14 0.045
O 21.165 17.886 24.385 -0.08 0.07 -0.97 -0.109
C 20.024 17.159 24.839 -0.48 0.00 0.07 -0.204
C 18.889 17.040 23.788 -0.25 -1.21 1.01 -0.194
O 18.544 15.634 23.648 0.64 0.82 0.60 -0.099
H 21.455 17.420 23.563 -0.09 0.01 0.68 0.053
H 20.359 16.140 24.988 -0.16 -0.39 0.45 0.103
H 19.693 17.605 25.806 0.30 -0.31 -0.80 0.129
H 19.286 17.412 22.882 0.47 0.38 -1.31 0.082
H 17.984 17.609 24.000 0.04 0.12 0.31 0.113
H 17.709 15.583 23.168 -0.18 0.25 -0.39 0.035
O 11.487 15.561 20.209 0.59 0.72 1.20 -0.079
C 10.735 16.308 19.274 -1.74 -1.71 0.24 -0.240
C 9.294 15.778 19.214 -0.39 0.74 -1.09 -0.227
O 9.232 14.407 18.791 0.37 0.50 0.76 -0.076
H 11.885 16.115 20.918 -0.43 -0.45 -0.61 0.089
H 10.669 17.357 19.442 0.47 0.92 0.18 0.110
H 11.101 16.017 18.325 0.87 0.41 -1.27 0.094
H 8.734 16.399 18.440 0.71 -0.90 0.71 0.138
H 8.772 15.975 20.145 -0.10 -0.35 0.43 0.109
H 9.795 13.895 19.407 -0.39 0.36 -0.38 0.058
O 21.760 16.006 22.183 0.40 1.24 -1.92 -0.086
C 22.528 16.004 20.896 -1.58 0.03 1.68 -0.160
C 22.673 14.586 20.481 2.64 -0.48 0.34 -0.223
O 23.212 13.821 21.591 0.15 2.07 -0.34 -0.071
H 22.177 15.322 22.689 0.50 -0.88 0.57 0.057
H 21.928 16.556 20.171 0.15 0.10 0.07 0.110
H 23.483 16.463 21.031 0.65 0.54 0.28 0.105
H 23.458 14.513 19.686 -1.09 0.07 0.01 0.136
H 21.713 14.254 20.209 -1.07 -0.97 -0.67 0.094
H 22.878 12.945 21.517 -0.84 -1.52 0.03 0.026
O 13.482 18.066 19.382 -0.34 0.27 -2.16 -0.129
C 13.690 19.177 18.471 -0.16 0.60 0.81 -0.200
C 12.387 19.547 17.724 0.70 1.03 2.01 -0.226
O 12.701 20.644 16.874 1.37 -1.89 -0.19 -0.031
H 13.214 17.347 18.756 0.31 -0.06 0.67 0.051
H 14.106 19.948 19.140 -0.56 0.23 -0.50 0.131
H 14.435 19.086 17.655 0.02 -0.77 0.59 0.109
H 11.596 19.783 18.471 0.39 0.02 -0.53 0.133
H 12.094 18.661 17.203 -0.43 -0.50 -0.80 0.085
H 12.050 21.298 16.915 -1.60 1.41 0.15 0.053
```
Forces are in eV/Å.

Properties
DFT total energy ... -3825.729426 Eh
Energy above the lowest of the compared OMol25 structures with the same formula, charge and spin ... 306.6 kJ/mol
Total charge ... 0
Kohn-Sham gap ... 9.213 eV
Structure (SMILES) ... COCCNCCOC.COCCNCCOC.COCCNCCOC.COCCNCCOC.COCCNCCOC.OCCO.OCCO.OCCO.OCCO.OCCO.OCCO.OCCO
HOMO ... -8.73 eV
LUMO ... 0.48 eV
2S+1 ... 1